Entry from the Open Molecules 2025 dataset: C16H24F12N2O14S7Zn as an isolated structure in a non-equilibrium geometry (ωB97M-V with the def2-TZVPD basis set).

```
! wB97M-V def2-TZVPD RIJCOSX def2/J DEFGRID3
* xyz 0 1
Zn -0.39675 0.27255 0.41105
C -5.20371 2.14305 -1.47406
F -6.19718 2.13874 -2.33839
F -3.99177 2.46637 -2.01920
F -5.48137 3.04910 -0.42499
S -5.10194 0.30956 -0.81363
O -6.49550 -0.12186 -0.71192
O -4.26790 -0.27955 -1.80428
N -4.20935 0.56420 0.65412
S -5.26329 0.48735 1.79775
O -4.66469 0.95679 3.04217
O -6.50415 1.16145 1.50902
C -5.69652 -1.35613 1.92323
F -4.82229 -2.22650 1.39424
F -5.98639 -1.52432 3.25234
F -6.82770 -1.65272 1.30656
C 4.34557 -1.46547 2.39736
F 5.64910 -1.50789 2.54958
F 4.01041 -1.32099 1.11852
F 3.86452 -2.65660 2.75231
S 3.59749 -0.09542 3.50191
O 4.24930 -0.09472 4.81736
O 3.96205 1.07039 2.75822
N 1.83039 -0.30545 3.38557
S 1.48256 -1.15550 4.64497
O 0.22225 -1.83267 4.39223
O 2.47530 -2.15207 5.17417
C 1.15466 0.21197 6.05318
F 0.09613 -0.14073 6.81636
F 2.23898 0.39192 6.78357
F 0.93931 1.39791 5.43948
C -1.84171 -8.12052 0.17929
C -1.98799 -8.05175 -1.35996
C -1.76981 -6.60713 -1.99868
S -0.47348 -5.83601 -0.87974
O -0.93090 -4.55472 -0.52461
O 0.81626 -6.09709 -1.51737
C -0.67809 -7.13969 0.50928
H -1.68297 -9.17244 0.41668
H -2.76039 -7.84446 0.69691
H -2.93331 -8.51170 -1.64791
H -1.29370 -8.75456 -1.82052
H -2.63212 -5.95997 -1.83835
H -1.49844 -6.43870 -3.04084
H -0.75316 -6.54139 1.41730
H 0.34432 -7.50840 0.42671
C 4.92753 0.78410 -6.28519
C 4.68251 -0.72126 -6.04225
C 3.18304 -0.76682 -5.72232
S 2.70491 0.74057 -4.75326
O 2.51940 0.41413 -3.35103
O 1.64481 1.49731 -5.54233
C 4.36633 1.55867 -4.99297
H 4.50386 1.10358 -7.23731
H 6.01319 0.74366 -6.37367
H 5.24762 -1.17650 -5.22892
H 4.86890 -1.37629 -6.89331
H 3.06632 -1.63874 -5.07870
H 2.41610 -0.78013 -6.49674
H 4.82473 1.40941 -4.01537
H 4.34253 2.64834 -5.00571
C -0.97558 7.72708 2.22660
C 0.42507 7.62625 2.88187
C 1.23707 6.46710 2.24544
S 0.52019 6.10052 0.58544
O -0.12392 4.77066 0.53182
O 1.55825 6.31232 -0.42078
C -0.80308 7.44901 0.67173
H -1.50457 8.64524 2.48207
H -1.66800 6.95730 2.56735
H 0.33982 7.58782 3.96786
H 0.92332 8.58948 2.77217
H 1.39167 5.59328 2.87838
H 2.21350 6.84329 1.94022
H -1.54171 6.97230 0.02730
H -0.23584 8.32409 0.35461
*
```

Computed properties:
E_HOMO   -10.3 eV
Gap between HOMO and LUMO   2.705 eV
ΔE to the lowest compared entry with this formula, charge and spin   1507.4 kJ/mol
LUMO   -7.564 eV
Calculated total energy   -7551.39804 Eh

Atom charges from the Mulliken analysis, given in e for atoms 1 to 4: 1.134, 0.711, -0.185, -0.194